No. 1
{
  "formula": "C2H8BBr2Na",
  "method": "the ωB97M-V functional and the def2-TZVPD basis",
  "elements": ["Na", "B", "H", "H", "H", "H", "Br", "C", "C", "Br", "H", "H", "H", "H"],
  "coordinates": [[-2.0820, 0.0335, -0.0068], [-2.2346, 2.0413, 0.3111], [-3.1186, 1.4261, 0.2460], [-1.6316, 1.9302, -0.5767], [-2.5519, 3.0449, 0.5486], [-1.5831, 1.7245, 1.1108], [1.6930, -0.8449, -2.3793], [2.3616, -1.0413, -0.5586], [1.2147, -1.6934, 0.2678], [-0.3584, -0.4462, 0.4756], [2.5454, -0.0631, -0.1143], [3.3162, -1.5673, -0.5496], [1.6400, -1.8913, 1.2517], [0.7893, -2.6529, -0.0264]],
  "forces_ev_per_a": [[-11.5, 1.1, -3.7], [-0.5, 2.2, 0.3], [-4.0, -1.6, 0.0], [2.1, 0.0, -3.8], [-1.0, 3.7, 0.5], [2.2, -1.4, 3.4], [0.5, 0.1, 0.0], [-1.7, -0.1, 0.3], [0.8, 0.3, 0.7], [13.7, -4.7, 3.1], [-0.1, 0.1, -0.4], [-0.4, -0.4, -0.1], [-0.3, 0.4, 0.3], [0.2, 0.4, -0.7]],
  "lowdin_charge": [0.01, -0.44, -0.07, -0.05, -0.04, -0.08, 0.62, -0.65, -0.52, 0.97, 0.06, 0.06, 0.06, 0.06],
  "homo_lumo_gap_ha": 0.340,
  "energy_ha": -5415.94578,
  "total_charge": 0,
  "spin_multiplicity": 1,
  "e_homo_ev": -9.494
}


No. 2
{
  "formula": "C2H8BNO",
  "method": "the ωB97M-V functional and the def2-TZVPD basis",
  "elements": ["B", "C", "C", "N", "O", "H", "H", "H", "H", "H", "H", "H", "H"],
  "coordinates": [[-0.1154, -0.5101, 0.3281], [-0.2698, -1.8344, -0.4226], [0.3076, 2.1186, 0.2080], [0.2958, 0.7865, -0.4283], [-0.4508, -0.5560, 1.6888], [-0.2058, -1.7600, -1.5412], [-1.2968, -2.0463, -0.1875], [0.2586, -2.7690, -0.2390], [-0.7696, 2.5424, 0.0128], [0.5759, 1.8950, 1.2004], [1.0834, 2.6835, -0.2540], [0.2632, 0.8316, -1.4484], [-0.9604, -1.3564, 1.8246]],
  "forces_ev_per_a": [[1.4, 3.0, -1.0], [-0.1, -0.8, -2.5], [-2.6, -1.3, -2.0], [-0.9, -2.7, 1.7], [0.3, 1.1, -0.9], [-0.2, 0.2, 0.9], [-0.9, -0.6, -0.2], [0.4, 0.3, 0.7], [2.2, 0.0, 1.0], [-0.2, 0.5, 1.5], [0.4, 0.9, -0.3], [0.1, -0.5, 0.7], [0.2, -0.1, 0.3]],
  "lowdin_charge": [-0.55, -0.02, -0.12, -0.01, 0.10, 0.08, 0.06, 0.07, 0.12, 0.05, 0.06, 0.10, 0.08],
  "smiles": "CNB(C)O",
  "homo_lumo_gap_ha": 0.353,
  "energy_ha": -235.90442,
  "total_charge": 0,
  "spin_multiplicity": 1,
  "e_homo_ev": -8.979,
  "relative_energy_kcal_mol": 8.5
}


No. 3
{
  "formula": "C2H8BrN4O2Y",
  "method": "the ωB97M-V functional and the def2-TZVPD basis",
  "elements": ["Y", "Br", "C", "O", "N", "N", "H", "H", "H", "H", "C", "O", "N", "N", "H", "H", "H", "H"],
  "coordinates": [[-10.6576, 15.6976, -15.3790], [-12.8877, 14.7716, -18.0369], [-15.8918, 19.0284, -18.9901], [-15.9882, 20.1442, -19.4695], [-16.4460, 18.7833, -17.8332], [-15.4613, 17.9796, -19.6254], [-16.8498, 19.5588, -17.3276], [-16.1815, 17.8633, -17.5112], [-15.2941, 17.0444, -19.2825], [-15.1981, 18.2096, -20.5730], [-9.7422, 18.9666, -18.6464], [-9.4283, 18.0063, -17.9241], [-10.7596, 19.1162, -19.4108], [-9.0549, 20.1120, -18.4909], [-11.4012, 18.3682, -19.6322], [-10.8163, 19.8637, -20.0877], [-9.1636, 20.8918, -19.1234], [-8.4171, 20.1422, -17.7083]],
  "forces_ev_per_a": [[-1.4, 0.1, -3.4], [1.8, 0.7, 2.3], [-2.0, 2.9, -0.2], [0.9, 0.8, -0.9], [-0.2, -1.3, 2.6], [2.3, -2.3, -3.0], [0.2, -0.5, 0.3], [-0.9, 0.4, 1.2], [-0.3, 0.4, 0.0], [0.1, -0.5, 0.0], [1.9, 2.0, 2.3], [-0.5, -2.2, 1.3], [-3.6, -1.0, -3.1], [1.1, 0.2, 0.3], [0.4, -0.2, 0.2], [0.1, 0.1, 0.3], [0.2, 0.0, 0.4], [0.2, 0.2, -0.5]],
  "lowdin_charge": [1.98, -0.19, -0.79, 0.07, 0.17, 0.17, 0.13, 0.10, 0.09, 0.13, -0.72, -0.06, 0.21, 0.18, 0.13, 0.14, 0.13, 0.12],
  "homo_lumo_gap_ha": 0.068,
  "energy_ha": -3062.06709,
  "total_charge": 2,
  "spin_multiplicity": 1,
  "e_homo_ev": -13.959,
  "relative_energy_kcal_mol": 109.1
}


No. 4
{
  "formula": "C2H8BrNiO2",
  "method": "the ωB97M-V functional and the def2-TZVPD basis",
  "elements": ["Ni", "Br", "C", "O", "H", "H", "H", "H", "C", "O", "H", "H", "H", "H"],
  "coordinates": [[8.5592, -14.3783, 30.1331], [6.3862, -13.9774, 29.6058], [7.4746, -15.1128, 32.8691], [8.6057, -15.1607, 31.9315], [7.0770, -16.1177, 32.9771], [7.8123, -14.7216, 33.8242], [6.7044, -14.4669, 32.4672], [9.3625, -15.4828, 32.4319], [2.7872, -13.3653, 31.2024], [3.3220, -14.6443, 30.8872], [3.3768, -12.8583, 31.9743], [2.7091, -12.7350, 30.3129], [1.7914, -13.5084, 31.6139], [4.2138, -14.5174, 30.5579]],
  "forces_ev_per_a": [[-1.3, -0.1, 0.3], [1.3, 0.0, -0.2], [-0.4, -0.1, 0.2], [0.0, 0.3, 0.0], [0.1, 0.0, 0.0], [0.1, 0.0, 0.0], [0.1, 0.1, -0.2], [0.3, -0.1, -0.2], [0.0, 0.1, 0.1], [0.0, -0.1, 0.1], [0.0, 0.0, -0.1], [0.0, 0.1, 0.1], [0.0, -0.1, -0.1], [-0.1, -0.1, 0.0]],
  "lowdin_charge": [0.66, 0.37, -0.04, -0.22, 0.11, 0.11, 0.05, 0.12, -0.16, -0.15, 0.07, 0.08, 0.08, -0.09],
  "homo_lumo_gap_ha": [0.245, 0.183],
  "energy_ha": -4313.46469,
  "total_charge": 1,
  "spin_multiplicity": 3,
  "e_homo_ev": [-12.880, -12.878]
}


No. 5
{
  "formula": "C2H8Cl2NSi",
  "method": "the ωB97M-V functional and the def2-TZVPD basis",
  "elements": ["C", "C", "N", "Si", "Cl", "Cl", "H", "H", "H", "H", "H", "H", "H", "H"],
  "coordinates": [[0.4429, -1.9970, 0.5590], [-0.9596, 1.8848, -0.3539], [0.0017, -1.0108, -0.0978], [-1.4025, 0.2021, 0.3958], [3.0702, -0.0826, -0.3970], [-2.9621, -0.6995, -0.4450], [0.0714, -2.1886, 1.5572], [1.1934, -2.6721, 0.1589], [0.0381, 2.2158, -0.0661], [-1.0142, 1.8862, -1.4450], [-1.6588, 2.6391, 0.0006], [4.0807, 0.6206, -0.6755], [0.3884, -0.8586, -1.0297], [-1.2897, 0.0607, 1.8383]],
  "forces_ev_per_a": [[0.2, -0.3, 0.2], [-0.1, -0.8, 0.2], [-0.6, 0.8, -0.3], [1.4, 0.8, -0.5], [-0.5, -0.3, 0.2], [-0.6, -0.2, -0.1], [-0.1, 0.0, 0.1], [0.0, 0.1, -0.1], [0.1, -0.1, 0.1], [-0.1, -0.2, 0.1], [-0.2, 0.0, 0.1], [0.6, 0.4, -0.2], [0.1, -0.2, 0.0], [-0.2, 0.0, 0.2]],
  "lowdin_charge": [0.05, -0.20, -0.07, 0.24, 0.34, 0.42, 0.11, 0.12, 0.04, 0.04, 0.04, -0.23, 0.10, -0.01],
  "homo_lumo_gap_ha": 0.394,
  "energy_ha": -1345.44420,
  "total_charge": 1,
  "spin_multiplicity": 1,
  "e_homo_ev": -15.586,
  "relative_energy_kcal_mol": 14.8
}


No. 6
{
  "formula": "C2H8Cl2Si2",
  "method": "the ωB97M-V functional and the def2-TZVPD basis",
  "elements": ["C", "C", "Si", "Si", "Cl", "Cl", "H", "H", "H", "H", "H", "H", "H", "H"],
  "coordinates": [[-1.5396, 1.2839, -1.7778], [0.9371, -0.6052, 2.2480], [-0.7460, -0.5264, -0.8555], [1.1767, -0.3188, 0.3748], [2.6156, -1.6298, -0.1004], [1.7168, 1.6397, 0.4593], [-2.5167, 1.2811, -1.6644], [-1.0373, 2.1563, -1.3707], [-1.1973, 0.9359, -2.7689], [0.5529, 0.1533, 2.9940], [0.5125, -1.6344, 2.3689], [1.9939, -0.5197, 2.4818], [-1.8248, -1.0480, -0.1768], [-0.6439, -1.1679, -2.2122]],
  "forces_ev_per_a": [[6.2, -2.7, 0.6], [-0.3, 0.0, -0.1], [-0.2, 3.1, -3.5], [-1.4, 0.6, 2.2], [0.7, -0.4, -0.5], [0.5, 0.7, -0.6], [-4.7, 0.0, 0.5], [0.0, 0.1, -0.3], [-0.4, 1.0, 0.3], [-0.4, -0.8, -1.4], [0.6, 0.9, 0.5], [0.5, -0.8, 0.4], [-1.5, -1.2, 1.4], [0.3, -0.5, 0.7]],
  "lowdin_charge": [-0.19, -0.31, 0.58, -0.49, 0.34, 0.30, -0.07, -0.01, -0.01, 0.05, 0.04, -0.01, -0.13, -0.07],
  "smiles": "C[SiH2][Si](C)(Cl)Cl",
  "homo_lumo_gap_ha": 0.375,
  "energy_ha": -1580.41413,
  "total_charge": 0,
  "spin_multiplicity": 1,
  "e_homo_ev": -9.739,
  "relative_energy_kcal_mol": 42.6
}


No. 7
{
  "formula": "C2H8F2NNiO5",
  "method": "the ωB97M-V functional and the def2-TZVPD basis",
  "elements": ["Ni", "N", "O", "O", "O", "F", "F", "C", "O", "H", "H", "H", "H", "C", "O", "H", "H", "H", "H"],
  "coordinates": [[7.6513, 1.3064, -7.8151], [4.8626, 2.3424, -6.7928], [4.1510, 2.2484, -5.8167], [6.0784, 2.3993, -6.7400], [4.4235, 2.3182, -7.9488], [6.3730, -0.0986, -8.6637], [7.3354, 2.5583, -9.4293], [6.4360, 5.8917, -7.6235], [6.5295, 5.3560, -8.9450], [7.1996, 5.5080, -6.9468], [6.4231, 6.9774, -7.7195], [5.4647, 5.6517, -7.1911], [7.0837, 4.5737, -8.8949], [10.2263, 2.6353, -11.5330], [9.2010, 3.5397, -11.1373], [10.2017, 2.7586, -12.6158], [11.2181, 2.8501, -11.1351], [10.0152, 1.5878, -11.3181], [8.6123, 3.1500, -10.4867]],
  "forces_ev_per_a": [[-3.6, -0.2, -4.0], [-0.6, -1.1, 2.1], [0.3, 0.4, -1.5], [2.0, 0.1, 0.2], [-1.0, 0.2, -1.1], [2.1, 1.8, 1.8], [1.0, -1.2, 2.4], [-0.7, 0.0, -0.7], [0.1, 0.2, 0.7], [0.2, 0.3, -0.1], [0.5, 0.0, 0.3], [-0.2, -0.2, 0.2], [-0.1, -0.4, -0.4], [-0.9, 0.3, -0.7], [0.7, 0.1, 0.3], [0.7, -0.4, -0.1], [0.0, 0.4, 0.1], [-0.3, -0.1, 0.1], [-0.3, -0.3, 0.2]],
  "lowdin_charge": [1.04, -0.53, 0.22, 0.05, 0.34, -0.51, -0.45, -0.16, -0.12, 0.07, 0.08, 0.06, 0.02, -0.17, -0.14, 0.07, 0.06, 0.07, -0.01],
  "homo_lumo_gap_ha": [0.250, 0.151],
  "energy_ha": -2219.66189,
  "total_charge": 0,
  "spin_multiplicity": 4,
  "e_homo_ev": [-9.563, -9.562]
}


No. 8
{
  "formula": "C2H8IN2",
  "method": "the ωB97M-V functional and the def2-TZVPD basis",
  "elements": ["C", "C", "N", "N", "I", "H", "H", "H", "H", "H", "H", "H", "H"],
  "coordinates": [[-1.0156, -0.4885, 0.2212], [0.2524, -0.5332, -0.5840], [0.5688, -0.9322, -1.7948], [-1.0539, 0.8554, -0.3358], [1.9036, 1.3646, 2.6949], [-1.9541, -0.9643, 0.0027], [-0.8877, -0.5123, 1.2676], [1.0689, -0.1453, 0.1435], [0.0657, -1.7318, -2.3865], [1.3454, -0.5110, -2.1719], [-0.7194, 1.5569, 0.2288], [-1.5376, 1.0320, -1.1555], [3.1870, 0.3562, 2.6618]],
  "forces_ev_per_a": [[-0.5, 0.1, -2.0], [0.5, 0.3, 2.6], [-3.5, -3.2, -0.3], [1.1, -2.2, 0.9], [0.4, -0.3, 0.0], [0.1, -0.9, -0.5], [0.5, 0.1, 1.1], [-1.1, -0.3, -1.9], [1.2, 2.7, 1.9], [2.2, 0.6, -1.3], [0.6, 2.2, 1.1], [-1.1, 0.5, -1.5], [-0.4, 0.3, 0.0]],
  "lowdin_charge": [-0.13, -0.13, 0.15, 0.12, 0.45, 0.13, 0.10, 0.10, 0.22, 0.09, 0.08, 0.11, -0.29],
  "homo_lumo_gap_ha": 0.367,
  "energy_ha": -487.89567,
  "total_charge": 1,
  "spin_multiplicity": 1,
  "e_homo_ev": -13.427,
  "relative_energy_kcal_mol": 42.2
}


No. 9
{
  "formula": "C2H8IN2",
  "method": "the ωB97M-V functional and the def2-TZVPD basis",
  "elements": ["C", "C", "N", "N", "I", "H", "H", "H", "H", "H", "H", "H", "H"],
  "coordinates": [[0.6712, -0.2897, -0.2207], [-0.1421, 0.7517, 0.4250], [0.1623, -1.6273, 0.0251], [0.0595, 1.9869, -0.1118], [-2.5843, -0.2961, 0.0098], [0.7118, -0.1404, -1.3232], [1.7095, -0.2895, 0.1939], [-0.1323, 0.6354, 1.4451], [0.4906, -1.8009, 0.9745], [0.6134, -2.2334, -0.5676], [0.4398, 2.0136, -1.0232], [-0.5549, 2.8016, 0.1493], [-1.4446, -1.5118, 0.0238]],
  "forces_ev_per_a": [[0.7, -0.9, -1.8], [1.4, 2.2, -2.7], [-0.8, 1.4, 2.5], [-2.3, -0.3, 2.1], [-0.5, 0.9, 0.1], [0.1, 0.1, 0.7], [-0.6, 0.7, -0.3], [-1.2, 0.2, 2.5], [-0.4, -0.9, -0.1], [1.2, -2.1, -1.6], [0.1, 0.2, -1.1], [1.3, -1.2, -0.1], [0.9, -0.3, -0.1]],
  "lowdin_charge": [-0.28, -0.34, -0.05, 0.14, 0.84, 0.15, 0.17, 0.09, 0.12, 0.08, 0.11, 0.17, -0.20],
  "homo_lumo_gap_ha": 0.327,
  "energy_ha": -487.89953,
  "total_charge": 1,
  "spin_multiplicity": 1,
  "e_homo_ev": -14.012,
  "relative_energy_kcal_mol": 39.8
}


No. 10
{
  "formula": "C2H8N",
  "method": "the ωB97M-V functional and the def2-TZVPD basis",
  "elements": ["N", "H", "H", "H", "H", "C", "C", "H", "H", "H", "H"],
  "coordinates": [[1.9326, 0.3354, -0.1331], [2.4399, -0.4023, 0.4935], [2.1873, 0.2148, -1.0726], [0.9081, 0.1972, -0.0097], [2.1977, 1.2745, 0.1676], [-1.4479, 0.4367, -0.0327], [-1.2461, -0.9231, 0.1684], [-1.6081, 1.0131, 0.8458], [-1.2255, 1.0368, -0.9431], [-1.5555, -1.2341, 1.1815], [-0.7077, -1.5293, -0.5454]],
  "forces_ev_per_a": [[1.3, -1.2, 3.2], [-1.3, 1.6, -1.5], [0.4, -0.4, -1.7], [-1.2, 0.0, 0.1], [-0.2, -0.2, 0.0], [1.2, 1.5, -1.1], [0.5, -0.1, 0.8], [-0.5, 0.8, 0.5], [-0.3, -0.7, 0.4], [0.5, -0.6, -0.8], [-0.3, -0.6, 0.0]],
  "lowdin_charge": [0.28, 0.17, 0.09, 0.03, 0.12, -0.30, -0.29, -0.04, -0.02, 0.00, -0.04],
  "homo_lumo_gap_ha": [0.085, 0.252],
  "energy_ha": -135.54800,
  "total_charge": 0,
  "spin_multiplicity": 2,
  "e_homo_ev": [-2.764, -7.386],
  "relative_energy_kcal_mol": 67.2
}